No. 1
{
  "formula": "C2H3Cl2N",
  "method": "ωB97M-V with the def2-TZVPD basis set",
  "homo_energy_ev": [-8.501, -7.850],
  "energy_ha": -1052.9726,
  "gap_ev": [8.32, 7.80],
  "total_charge": 0,
  "largest_force_ev_per_a": 2.11,
  "e_above_lowest_ev": 4.094,
  "symbols": ["C", "C", "N", "Cl", "Cl", "H", "H", "H"],
  "positions_angstrom": [[2.4596, 0.7718, 0.3347], [-1.4327, -0.5961, 0.2267], [2.5918, 1.9519, 0.0863], [3.0731, -0.7911, -0.0609], [-0.0048, -0.0590, -0.5171], [-2.3773, -0.1128, -0.0023], [-1.3320, -0.9434, 1.1909], [3.2984, 2.6095, -0.2842]],
  "forces_ev_per_a": [[-0.4, 1.4, 0.1], [-0.6, 1.0, -1.4], [0.7, -0.1, 0.3], [0.8, -0.1, -0.2], [-0.9, -0.2, -0.2], [0.3, 0.0, -0.4], [0.4, -1.0, 1.8], [-0.4, -1.0, 0.0]]
}


No. 2
{
  "formula": "C11H14ClOP",
  "method": "ωB97M-V with the def2-TZVPD basis set",
  "homo_energy_ev": -8.031,
  "energy_ha": -1304.2519,
  "gap_ev": 7.74,
  "total_charge": 0,
  "largest_force_ev_per_a": 4.47,
  "e_above_lowest_ev": 1.400,
  "symbols": ["C", "C", "C", "C", "C", "C", "C", "C", "C", "C", "C", "O", "P", "Cl", "H", "H", "H", "H", "H", "H", "H", "H", "H", "H", "H", "H", "H", "H"],
  "positions_angstrom": [[-3.9622, 0.4158, 0.4756], [-3.1116, 0.1783, 1.5285], [-3.5905, -0.0349, -0.7764], [-1.8646, -0.4059, 1.4140], [-2.4958, -0.8623, -0.9033], [-1.6115, -1.0651, 0.1787], [-0.4199, -1.8352, 0.0251], [0.9780, 1.4861, -0.0131], [3.4389, 0.7496, 0.3466], [2.1345, -0.1573, -1.3851], [2.0420, 0.4055, -0.0271], [-0.1187, -2.8273, -0.5730], [1.4544, -1.0414, 1.2440], [2.6953, -2.5341, 0.6426], [-4.7832, 0.9460, 0.7578], [-3.3352, 0.9067, 2.2938], [-4.1437, 0.1013, -1.6717], [-1.3234, -0.3915, 2.2748], [-2.2289, -1.1219, -1.9132], [0.0174, 0.9976, -0.1435], [1.1125, 2.1357, 1.0282], [1.1277, 2.3354, -0.8179], [4.1342, -0.2437, 0.1681], [3.5950, 1.1532, 1.3630], [3.8060, 1.5306, -0.3913], [1.2002, -0.0056, -1.9349], [2.8925, 0.4502, -1.8010], [2.3608, -1.2660, -1.3893]],
  "forces_ev_per_a": [[2.1, -1.7, -0.9], [0.5, 2.0, 0.1], [-0.4, -0.8, 0.3], [-2.6, -0.9, -2.9], [1.0, 0.7, 0.4], [-1.2, 0.9, 0.7], [4.3, -0.9, 0.7], [1.5, 3.4, 1.9], [2.7, -0.6, -0.3], [-1.1, -2.0, -1.0], [-1.2, -1.6, 1.4], [-1.2, 1.0, 0.2], [-1.7, 0.9, -1.3], [0.0, -0.3, 0.1], [-2.4, 1.5, -0.2], [0.2, -0.7, 1.2], [-0.7, 0.5, -0.5], [2.2, -0.4, 1.8], [0.2, -0.7, 0.0], [-0.3, 0.5, 0.2], [-0.9, -1.8, -2.4], [-0.2, -1.9, 1.2], [-1.6, 2.6, 0.6], [-0.1, -0.3, -0.3], [-0.2, -0.8, 0.9], [0.1, -0.1, -0.1], [0.9, 0.1, -1.5], [0.1, 1.4, -0.3]]
}


No. 3
{
  "formula": "C22H20BeN2O3P",
  "method": "ωB97M-V with the def2-TZVPD basis set",
  "homo_energy_ev": -4.965,
  "energy_ha": -1541.9083,
  "gap_ev": 7.62,
  "total_charge": -1,
  "largest_force_ev_per_a": 0.44,
  "e_above_lowest_ev": 0.000,
  "symbols": ["Be", "N", "C", "C", "O", "N", "C", "C", "O", "O", "H", "H", "H", "H", "H", "H", "C", "C", "C", "C", "C", "C", "P", "C", "C", "C", "C", "C", "C", "C", "C", "C", "C", "C", "C", "H", "H", "H", "H", "H", "H", "H", "H", "H", "H", "H", "H", "H", "H"],
  "positions_angstrom": [[0.0812, -0.0894, -0.8720], [-1.5186, -0.0249, -1.8841], [-2.1769, 1.1739, -1.3136], [-1.0499, 2.1805, -1.0205], [-1.1534, 3.3653, -1.3504], [-0.0308, 1.5313, -0.4656], [1.3068, 2.0738, -0.5733], [2.0950, 1.0962, -1.4749], [3.2372, 1.3512, -1.8317], [1.4266, 0.0213, -1.7781], [-2.1524, -0.8127, -1.9372], [-1.2082, 0.1819, -2.8303], [-2.9198, 1.6188, -1.9773], [-2.6453, 0.8932, -0.3718], [1.3106, 3.0729, -1.0099], [1.7988, 2.1110, 0.4037], [1.1143, -0.9142, 6.8430], [-0.1609, -1.2241, 6.3894], [-0.5223, -0.9544, 5.0777], [0.3865, -0.3713, 4.1952], [1.6635, -0.0660, 4.6637], [2.0291, -0.3370, 5.9746], [0.0312, 0.0477, 2.4279], [-1.7910, 0.2760, 2.5832], [-2.7298, -0.5863, 2.0209], [-4.0882, -0.3138, 2.1259], [-4.5307, 0.8203, 2.7878], [-3.6032, 1.6821, 3.3601], [-2.2489, 1.4129, 3.2515], [0.1109, -1.5852, 1.5940], [0.2258, -2.7847, 2.2966], [0.2852, -3.9905, 1.6143], [0.2312, -3.9949, 0.2291], [0.1265, -2.7921, -0.4551], [0.0645, -1.5432, 0.1811], [1.3906, -1.1166, 7.8707], [-0.8759, -1.6829, 7.0625], [-1.5209, -1.1978, 4.7343], [2.3716, 0.3934, 3.9829], [3.0257, -0.0920, 6.3220], [-2.3907, -1.4708, 1.4966], [-4.8067, -0.9956, 1.6846], [-5.5892, 1.0408, 2.8511], [-3.9392, 2.5677, 3.8857], [-1.5244, 2.0960, 3.6822], [0.2733, -2.7915, 3.3787], [0.3825, -4.9195, 2.1653], [0.2812, -4.9327, -0.3142], [0.1150, -2.8097, -1.5436]],
  "forces_ev_per_a": [[-0.1, -0.3, -0.1], [0.1, 0.1, -0.1], [0.0, 0.2, 0.0], [0.0, 0.0, 0.0], [0.0, -0.1, 0.1], [0.0, 0.1, 0.0], [-0.1, -0.1, 0.0], [0.4, 0.2, -0.1], [-0.3, -0.1, 0.0], [-0.1, 0.0, 0.0], [0.1, -0.1, 0.1], [0.0, 0.0, 0.0], [0.0, 0.0, 0.0], [-0.1, -0.1, 0.0], [0.1, 0.0, 0.0], [0.0, 0.0, 0.0], [0.0, 0.0, 0.0], [0.0, 0.0, 0.0], [0.0, 0.0, 0.0], [0.0, 0.0, -0.1], [0.0, 0.0, 0.0], [0.0, 0.0, 0.0], [0.0, -0.1, 0.2], [0.0, 0.0, -0.2], [0.1, 0.1, 0.1], [-0.1, -0.1, -0.1], [0.0, 0.0, 0.0], [0.0, 0.0, 0.0], [0.0, 0.0, 0.0], [0.1, 0.0, -0.1], [0.0, 0.0, 0.0], [0.0, -0.1, 0.1], [0.0, 0.0, 0.0], [-0.1, 0.1, -0.1], [0.0, 0.1, 0.3], [0.0, 0.0, 0.0], [0.0, 0.0, 0.0], [0.0, 0.0, 0.0], [0.0, 0.0, 0.0], [0.0, 0.0, 0.0], [0.0, 0.0, 0.0], [0.0, 0.0, 0.0], [0.0, 0.0, 0.0], [0.0, 0.0, 0.0], [0.0, 0.0, 0.0], [0.0, 0.0, 0.0], [0.0, 0.0, 0.0], [0.0, 0.0, 0.0], [0.0, -0.1, 0.0]]
}


No. 4
{
  "formula": "C3H10NO2",
  "method": "ωB97M-V with the def2-TZVPD basis set",
  "homo_energy_ev": [-10.081, -10.002],
  "energy_ha": -325.4312,
  "gap_ev": [10.73, 7.52],
  "multiplicity": 2,
  "total_charge": 0,
  "largest_force_ev_per_a": 2.30,
  "e_above_lowest_ev": 0.383,
  "symbols": ["C", "O", "C", "C", "N", "H", "H", "H", "H", "H", "H", "H", "H", "H", "H", "O"],
  "positions_angstrom": [[0.2656, 0.0105, 0.6388], [1.2064, -0.4800, -0.1936], [-1.0891, 0.2078, -0.0790], [-1.4123, -1.0968, -0.7794], [-1.2264, 1.2888, -1.0713], [0.1727, -0.7800, 1.5113], [0.5211, 0.8797, 1.3030], [-1.8897, 0.5304, 0.6248], [-0.5949, -1.5184, -1.3792], [-2.3478, -0.8144, -1.3896], [-1.6822, -1.8919, -0.0798], [-0.4843, 1.3158, -1.7725], [-0.9745, 2.1415, -0.5715], [2.5692, -0.1950, 0.6002], [3.4646, 0.3235, 1.7834], [3.5019, 0.0785, 0.8545]],
  "forces_ev_per_a": [[-1.2, -0.2, 1.2], [-0.1, 0.4, 0.5], [-0.3, -0.2, 0.0], [-2.2, 0.1, -0.6], [1.5, 1.0, 0.4], [0.0, 0.7, -1.4], [0.6, -0.2, -0.8], [0.6, -0.9, 0.1], [-0.3, 0.6, -0.1], [1.5, -1.0, 0.5], [-0.1, 0.1, 0.1], [-0.1, -0.8, -0.1], [-0.5, 0.2, 0.0], [1.6, 0.3, 0.2], [0.1, 0.0, 0.0], [-0.8, -0.2, 0.0]]
}


No. 5
{
  "formula": "C3H4N2O",
  "method": "ωB97M-V with the def2-TZVPD basis set",
  "homo_energy_ev": -7.520,
  "energy_ha": -301.3288,
  "gap_ev": 7.96,
  "total_charge": 0,
  "largest_force_ev_per_a": 3.64,
  "e_above_lowest_ev": 4.312,
  "symbols": ["O", "C", "N", "C", "C", "N", "H", "H", "H", "H"],
  "positions_angstrom": [[-0.9439, 1.7147, 0.0788], [-0.2160, 0.7009, -0.2752], [1.1254, 0.6640, 0.1247], [0.9733, -0.5893, 0.5630], [-0.2037, -1.1090, 0.0379], [-0.7901, -0.2773, -1.0004], [-0.3564, 2.2386, 0.6590], [1.6677, -1.0671, 1.2556], [-0.8963, -1.8005, 0.4624], [-0.3600, -0.4748, -1.9058]],
  "forces_ev_per_a": [[0.2, -0.1, 0.4], [1.6, 3.0, -0.7], [-0.4, 1.6, -0.7], [-1.1, -1.2, -0.2], [0.3, -3.4, 1.4], [-0.3, 0.3, -0.4], [-0.1, 0.1, -0.1], [-0.3, 0.1, 0.0], [0.2, -0.7, 0.2], [0.1, 0.2, 0.1]]
}


No. 6
{
  "formula": "C5H27NO9",
  "method": "ωB97M-V with the def2-TZVPD basis set",
  "homo_energy_ev": -7.427,
  "energy_ha": -938.5728,
  "gap_ev": 7.49,
  "total_charge": 0,
  "largest_force_ev_per_a": 2.79,
  "e_above_lowest_ev": 2.829,
  "symbols": ["C", "C", "C", "C", "C", "N", "H", "H", "H", "H", "H", "H", "H", "H", "H", "O", "H", "H", "O", "H", "H", "O", "H", "H", "O", "H", "H", "O", "H", "H", "O", "H", "H", "O", "H", "H", "O", "H", "H", "O", "H", "H"],
  "positions_angstrom": [[-1.6271, -0.0986, 2.8810], [-0.4609, -0.7658, 2.9109], [0.5593, -0.6673, 1.8366], [0.1689, -0.3267, 0.4378], [1.8377, -1.0664, 2.0905], [2.6880, -1.3742, 1.0600], [-2.0339, 0.5565, 2.1086], [-2.2707, -0.3582, 3.7347], [-0.2419, -1.3898, 3.7414], [1.0655, 0.0764, -0.0351], [-0.6472, 0.3882, 0.5118], [-0.2440, -1.2082, -0.1710], [2.1810, -1.3120, 3.0892], [2.3045, -1.3490, 0.1360], [3.5990, -1.7361, 1.2865], [2.9871, 2.2519, 1.9753], [2.2434, 2.6564, 2.4304], [2.6474, 1.9045, 1.1371], [-1.6254, -3.4039, -1.7507], [-1.0530, -2.6459, -2.0845], [-2.5062, -3.0377, -1.6448], [1.5367, -0.0645, -1.9741], [2.1490, -0.4122, -2.6356], [1.2093, 0.8746, -2.1911], [-3.0897, 0.5759, -1.2971], [-2.7439, -0.1131, -0.7114], [-2.4517, 0.4948, -2.0323], [0.8623, 2.2923, -2.7186], [1.6868, 2.7461, -2.9178], [0.5166, 2.6927, -1.8777], [0.4847, 2.9534, -0.1635], [-0.4788, 3.1115, -0.3257], [0.3749, 2.3884, 0.6136], [0.0494, -3.4913, 0.8913], [-0.2313, -2.6400, 1.2543], [-0.5519, -3.8112, 0.2020], [-2.1882, 2.8962, -0.6767], [-2.7888, 3.4314, -0.1460], [-2.5466, 1.9781, -0.8723], [-0.7379, -1.1788, -2.5605], [-0.0045, -0.7630, -2.0364], [-0.6277, -1.0554, -3.5058]],
  "forces_ev_per_a": [[-0.4, -1.2, 1.2], [0.2, 2.0, -2.0], [0.3, -0.9, 1.4], [-0.6, -0.7, 0.1], [-1.0, -0.8, -1.0], [0.2, 0.6, 1.2], [0.4, -0.2, 0.2], [-0.1, 0.6, -0.5], [0.2, -0.4, 0.7], [-0.7, 0.2, -0.2], [0.0, 0.4, -0.4], [0.7, 1.0, 0.9], [0.0, 0.1, -0.1], [0.4, -0.3, -0.3], [-0.2, 0.1, -0.5], [0.1, -0.1, -0.2], [-0.1, 0.0, -0.1], [0.0, 0.2, 0.3], [0.7, 0.0, 0.1], [-1.1, -0.9, 0.4], [0.0, 0.1, -0.1], [0.3, 0.1, 0.0], [-0.3, 0.5, 0.0], [0.9, -0.8, -0.4], [0.7, -0.6, -0.4], [-0.3, 0.0, 0.2], [-0.4, -0.1, 0.0], [-0.6, 0.4, 0.2], [0.0, 0.1, 0.1], [0.7, -0.3, -0.5], [-0.9, 0.1, 0.5], [0.1, 0.2, -0.1], [0.5, -0.1, -0.1], [0.3, -0.4, 0.1], [-0.2, -0.4, -0.3], [-0.2, 0.6, 0.1], [0.4, 0.1, 0.0], [-0.1, -0.4, -0.2], [-0.3, 1.0, 0.6], [-0.6, 0.6, 0.4], [0.2, -0.2, -1.2], [0.4, 0.2, 0.1]]
}